1.
The following is a DFT calculation (ωB97M-V/def2-TZVPD) of a molecular structure, C43H47BrN6O3SeSiY in a non-equilibrium geometry.

Results
Kohn-Sham gap: 6.46 eV
Highest occupied orbital energy: -9.40 eV
DFT total energy: -7524.36141 Eh
Energy relative to the best compared isomer or geometry (same formula, charge and spin): 0.397 eV

```
! RIJCOSX wB97M-V def2-TZVPD def2/J DEFGRID3
* xyz 1 1
Y 0.483 -0.054 -0.323
C -1.891 3.767 5.746
C -1.118 3.033 4.684
C 0.230 3.168 4.532
C 0.968 2.434 3.566
C 2.355 2.677 3.608
N 3.373 1.930 3.271
C 3.394 0.506 2.973
C 4.138 -0.281 4.068
C 3.700 -1.752 4.116
N 2.303 -1.827 4.541
C 1.304 -2.159 3.741
C 1.348 -3.024 2.650
C 2.170 -4.170 2.528
C 2.051 -5.022 1.464
C 2.849 -6.295 1.361
C 1.129 -4.699 0.442
C 0.394 -3.542 0.447
C -0.536 -3.196 -0.616
N -0.808 -1.989 -0.935
C -2.020 -1.751 -1.702
C -3.122 -1.366 -0.705
C -2.998 0.049 -0.147
N -1.825 0.315 0.683
C -2.065 0.910 1.777
C -1.154 1.536 2.731
C -1.777 2.195 3.771
C 0.279 1.627 2.573
O 0.900 1.143 1.581
C 0.487 -2.629 1.564
O -0.082 -1.510 1.584
H -1.243 4.438 6.307
H -2.351 3.066 6.444
H -2.690 4.361 5.298
H 0.773 3.830 5.199
H 2.646 3.630 4.045
H 4.287 2.351 3.368
H 3.869 0.349 2.009
H 2.375 0.157 2.865
H 3.961 0.184 5.044
H 5.215 -0.258 3.884
H 4.336 -2.305 4.808
H 3.772 -2.182 3.118
H 2.076 -1.258 5.343
H 0.351 -1.674 3.942
H 2.840 -4.419 3.345
H 3.583 -6.370 2.161
H 3.373 -6.342 0.404
H 2.192 -7.165 1.416
H 1.038 -5.372 -0.405
H -1.078 -4.025 -1.086
H -2.329 -2.647 -2.251
H -1.860 -0.927 -2.403
H -3.115 -2.090 0.114
H -4.088 -1.430 -1.208
H -3.917 0.278 0.406
H -2.936 0.744 -0.990
H -3.114 1.067 2.059
H -2.856 2.109 3.859
Br -0.144 6.479 2.387
C -0.281 5.043 1.147
C -1.540 4.566 0.775
C -1.641 3.478 -0.057
C -0.496 2.767 -0.508
O -0.613 1.674 -1.184
C 0.777 3.344 -0.185
C 1.961 2.802 -0.784
N 1.991 1.609 -1.264
C 2.998 1.178 -2.130
C 4.246 1.733 -2.275
C 5.131 1.289 -3.272
C 4.764 0.300 -4.137
C 3.502 -0.322 -4.002
C 3.079 -1.362 -4.857
C 1.858 -1.937 -4.654
C 1.070 -1.487 -3.582
N 1.419 -0.523 -2.764
C 2.623 0.086 -2.973
C 0.857 4.478 0.634
H -2.430 5.061 1.141
H -2.613 3.103 -0.352
H 2.807 3.485 -0.899
H 4.561 2.538 -1.623
H 6.105 1.754 -3.358
H 5.431 -0.030 -4.924
H 3.732 -1.692 -5.655
H 1.494 -2.731 -5.291
H 0.110 -1.957 -3.402
H 1.829 4.891 0.879
C 6.139 -0.618 -0.126
Si 4.957 -2.078 -0.346
C 4.989 -2.881 -2.055
C 5.392 -3.383 0.951
Se 2.800 -1.336 0.139
H 7.125 -0.830 -0.548
H 6.268 -0.410 0.940
H 5.748 0.276 -0.603
H 5.599 -3.788 -2.045
H 5.400 -2.207 -2.805
H 3.977 -3.153 -2.355
H 6.320 -3.892 0.680
H 4.594 -4.122 1.016
H 5.527 -2.932 1.936
*
```



2.
The following is a DFT calculation (ωB97M-V/def2-TZVPD) of a molecular structure, C43H48CoN11PS3.

Results
Kohn-Sham gap (spin up / spin down): 7.29 / 7.29 eV
Highest occupied orbital energy (spin up / spin down): -12.15 / -12.15 eV
DFT total energy: -5187.95975 Eh
Energy relative to the best compared isomer or geometry (same formula, charge and spin): 0.941 eV

```
! RIJCOSX wB97M-V def2-TZVPD def2/J DEFGRID3
* xyz 2 2
Co 0.818 -0.701 0.738
N 0.882 2.085 4.039
C 1.054 1.324 2.924
S 0.281 -0.218 2.871
N 1.741 1.882 1.953
N 1.910 1.012 0.899
C 2.584 1.466 -0.099
C 3.027 2.876 -0.220
C 2.125 3.817 -0.704
C 2.515 5.135 -0.880
C 3.813 5.518 -0.570
C 4.717 4.580 -0.092
C 4.328 3.259 0.078
C 2.965 0.485 -1.148
C 3.663 0.854 -2.290
C 4.033 -0.137 -3.188
C 3.708 -1.456 -2.915
C 2.998 -1.731 -1.754
N 2.623 -0.788 -0.896
H 0.561 1.622 4.872
H 1.525 2.852 4.161
H 1.117 3.505 -0.963
H 1.814 5.864 -1.267
H 4.122 6.545 -0.708
H 5.730 4.877 0.144
H 5.035 2.529 0.453
H 3.916 1.890 -2.462
H 4.577 0.120 -4.087
H 3.995 -2.259 -3.579
H 2.724 -2.749 -1.497
S -5.162 -0.791 1.205
C -6.765 -1.142 0.721
C -6.848 -2.365 0.137
C -5.591 -3.026 0.078
C -4.572 -2.295 0.615
C -3.163 -2.695 0.747
C -2.127 -1.744 0.742
N -0.850 -2.055 0.840
C -0.519 -3.352 1.001
C -1.461 -4.385 0.994
C -1.014 -5.747 1.132
C 0.297 -6.034 1.267
C 1.285 -4.984 1.296
C 2.661 -5.222 1.415
C 3.550 -4.166 1.448
C 3.004 -2.865 1.395
N 1.720 -2.615 1.262
C 0.869 -3.658 1.190
C 5.005 -4.341 1.525
C 5.971 -3.375 1.435
C 7.286 -3.899 1.529
C 7.288 -5.252 1.688
S 5.709 -5.892 1.723
C -2.808 -4.024 0.864
H -7.557 -0.434 0.902
H -7.770 -2.787 -0.234
H -5.450 -3.996 -0.378
H -2.348 -0.689 0.602
H -1.755 -6.536 1.125
H 0.628 -7.059 1.369
H 3.013 -6.245 1.481
H 3.645 -1.997 1.484
H 5.766 -2.322 1.303
H 8.183 -3.302 1.487
H 8.137 -5.908 1.791
H -3.569 -4.795 0.882
C -3.161 4.549 2.436
N -3.779 3.179 2.103
C -4.394 3.267 0.695
N -3.436 3.700 -0.256
C -2.859 4.985 0.138
N -2.219 4.923 1.449
C -1.017 4.078 1.455
P -1.347 2.305 0.993
C -2.738 2.099 2.198
C -2.398 2.688 -0.493
H -2.701 4.453 3.419
H -3.993 5.252 2.475
H -4.527 2.980 2.768
H -5.220 3.975 0.779
H -4.772 2.272 0.460
H -3.649 5.737 0.166
H -2.121 5.281 -0.604
H -0.575 4.093 2.455
H -0.272 4.501 0.780
H -2.320 2.141 3.207
H -3.230 1.134 2.089
H -2.847 1.767 -0.869
H -1.738 3.048 -1.285
C -1.176 -1.496 -4.000
C -1.578 -0.190 -3.312
C -3.073 0.052 -3.490
C -0.784 0.981 -3.884
N -1.367 -0.251 -1.842
N -0.007 -0.426 -1.447
H -1.326 -1.425 -5.077
H -1.777 -2.331 -3.634
H -0.120 -1.734 -3.848
H -3.325 0.135 -4.547
H -3.375 0.975 -2.992
H -3.657 -0.773 -3.074
H -1.120 1.197 -4.898
H 0.286 0.769 -3.940
H -0.935 1.881 -3.283
H -1.866 -1.059 -1.487
H 0.492 0.412 -1.727
H 0.437 -1.190 -1.955
*
```



3.
The following is a DFT calculation (ωB97M-V/def2-TZVPD) of a molecular structure, C43H48CoN11PS3.

Results
Kohn-Sham gap (spin up / spin down): 7.03 / 7.02 eV
Highest occupied orbital energy (spin up / spin down): -11.94 / -11.94 eV
DFT total energy: -5187.99431 Eh
Energy relative to the best compared isomer or geometry (same formula, charge and spin): 0.000 eV

```
! RIJCOSX wB97M-V def2-TZVPD def2/J DEFGRID3
* xyz 2 2
Co -0.707 1.330 -0.150
N -1.391 3.025 3.670
C -1.334 2.384 2.493
S -0.568 3.180 1.150
N -1.862 1.165 2.463
N -1.778 0.610 1.234
C -2.374 -0.515 0.992
C -3.194 -1.258 1.973
C -4.546 -1.480 1.721
C -5.319 -2.184 2.633
C -4.743 -2.680 3.793
C -3.395 -2.462 4.048
C -2.625 -1.747 3.146
C -2.161 -1.011 -0.383
C -2.774 -2.142 -0.907
C -2.539 -2.482 -2.230
C -1.695 -1.692 -2.994
C -1.094 -0.597 -2.397
N -1.308 -0.269 -1.125
H -1.116 3.990 3.722
H -1.986 2.649 4.391
H -5.000 -1.088 0.818
H -6.371 -2.343 2.438
H -5.344 -3.231 4.503
H -2.949 -2.839 4.959
H -1.582 -1.546 3.359
H -3.436 -2.727 -0.285
H -3.023 -3.348 -2.663
H -1.500 -1.912 -4.034
H -0.410 0.033 -2.948
S 4.724 0.598 -1.296
C 6.291 0.575 -1.984
C 6.348 1.323 -3.115
C 5.100 1.917 -3.441
C 4.107 1.614 -2.553
C 2.710 2.059 -2.567
C 1.805 1.591 -1.601
N 0.538 1.952 -1.554
C 0.057 2.797 -2.491
C 0.879 3.337 -3.489
C 0.305 4.248 -4.440
C -1.004 4.573 -4.388
C -1.872 4.013 -3.388
C -3.240 4.306 -3.296
C -4.013 3.736 -2.303
C -3.361 2.852 -1.412
N -2.088 2.550 -1.487
C -1.340 3.124 -2.451
C -5.440 4.013 -2.154
C -6.308 3.513 -1.218
C -7.628 4.000 -1.368
C -7.746 4.863 -2.414
S -6.260 5.096 -3.216
C 2.226 2.954 -3.504
H 7.087 0.024 -1.510
H 7.246 1.450 -3.700
H 4.958 2.544 -4.309
H 2.108 0.885 -0.836
H 0.947 4.672 -5.201
H -1.425 5.264 -5.108
H -3.678 4.992 -4.012
H -3.913 2.384 -0.605
H -6.026 2.820 -0.439
H -8.453 3.724 -0.730
H -8.629 5.379 -2.754
H 2.879 3.369 -4.261
C 3.248 -5.192 -0.188
N 3.304 -4.019 0.802
C 2.283 -4.291 1.916
N 0.987 -4.502 1.379
C 1.005 -5.609 0.425
N 1.929 -5.370 -0.680
C 1.490 -4.268 -1.546
P 1.346 -2.633 -0.667
C 3.030 -2.708 0.119
C 0.408 -3.284 0.801
H 3.577 -6.072 0.365
H 3.952 -4.966 -0.987
H 4.234 -3.986 1.221
H 2.306 -3.426 2.579
H 2.636 -5.180 2.440
H 0.002 -5.756 0.028
H 1.309 -6.518 0.947
H 0.519 -4.529 -1.971
H 2.183 -4.170 -2.384
H 3.117 -1.900 0.853
H 3.794 -2.566 -0.647
H -0.616 -3.499 0.491
H 0.347 -2.508 1.569
C 2.598 -0.555 4.082
C 3.208 0.394 3.057
C 4.698 0.110 2.896
C 3.003 1.847 3.493
N 2.606 0.107 1.725
N 1.262 0.576 1.551
H 3.002 -0.356 5.075
H 2.829 -1.593 3.829
H 1.514 -0.439 4.148
H 5.203 0.138 3.861
H 5.171 0.851 2.248
H 4.856 -0.880 2.457
H 3.600 2.056 4.381
H 1.963 2.061 3.748
H 3.319 2.539 2.709
H 3.167 0.610 1.042
H 1.175 1.539 1.876
H 0.668 0.022 2.161
*
```